1.
This record from OMol25 describes 10 unconnected molecules or ions with the total composition C34H96F6N8O14S2 in a non-equilibrium geometry. The level of theory is ωB97M-V/def2-TZVPD.

## Properties
- Expectation value of S²: 0.75
- Kohn-Sham gap (alpha / beta): 1.42 / 8.40 eV
- E: -4238.02605 Ha

```
! wB97M-V def2-TZVPD RIJCOSX def2/J DEFGRID3
* xyz 5 2
C -3.430 5.781 6.201
C -2.899 5.225 4.893
C -1.694 4.221 5.028
O -1.411 3.530 3.856
C -0.575 2.433 3.959
N -4.017 4.417 4.227
H -3.684 3.959 3.391
H -4.285 3.621 4.787
H -4.840 4.970 4.036
H -2.790 6.625 6.457
H -3.284 5.073 7.016
H -4.425 6.224 6.260
H -2.831 5.905 4.044
H -1.810 3.626 5.935
H -0.921 4.982 5.136
H -0.607 1.881 3.020
H -0.929 1.718 4.702
H 0.500 2.582 4.062
C -1.052 -5.352 -1.160
C -2.472 -5.901 -0.801
C -3.605 -4.903 -1.095
O -4.822 -5.578 -0.959
C -5.257 -5.874 0.391
N -2.724 -7.134 -1.681
H -3.184 -6.895 -2.548
H -1.941 -7.751 -1.845
H -3.439 -7.680 -1.222
H -1.055 -4.948 -2.173
H -0.257 -6.093 -1.081
H -0.883 -4.568 -0.421
H -2.399 -6.387 0.172
H -3.470 -4.439 -2.072
H -3.447 -4.033 -0.457
H -4.542 -6.304 1.091
H -6.144 -6.487 0.230
H -5.623 -4.935 0.806
C -5.334 2.944 -4.581
C -3.924 2.248 -4.224
C -2.628 3.087 -4.272
O -1.362 2.492 -4.145
C -0.345 3.495 -4.256
N -3.955 1.571 -2.897
H -3.775 2.243 -2.164
H -4.761 1.023 -2.632
H -3.156 0.973 -2.740
H -5.651 3.793 -3.976
H -6.044 2.118 -4.622
H -5.340 3.337 -5.598
H -3.811 1.468 -4.977
H -2.767 3.901 -3.561
H -2.637 3.448 -5.301
H -0.433 4.113 -5.149
H 0.617 2.993 -4.360
H -0.297 4.229 -3.452
C -2.764 -2.544 -5.461
C -1.228 -2.415 -5.571
C -0.686 -1.091 -5.254
O 0.751 -1.075 -5.362
C 1.467 -0.530 -4.245
N -0.766 -3.481 -4.510
H -0.784 -3.149 -3.556
H -1.365 -4.284 -4.633
H 0.206 -3.744 -4.591
H -3.277 -1.874 -6.151
H -3.302 -2.314 -4.542
H -3.071 -3.413 -6.043
H -0.804 -2.901 -6.450
H -1.065 -0.864 -4.257
H -1.144 -0.350 -5.909
H 2.469 -0.246 -4.567
H 1.498 -1.311 -3.484
H 1.030 0.265 -3.641
C 8.657 2.691 1.498
C 7.173 2.407 1.896
C 6.322 1.611 0.865
O 4.903 1.670 1.224
C 4.072 0.827 0.528
N 7.208 1.693 3.284
H 7.726 2.162 4.014
H 6.264 1.643 3.640
H 7.508 0.732 3.205
H 9.228 3.483 1.982
H 8.907 2.810 0.444
H 9.299 1.814 1.583
H 6.667 3.361 2.041
H 6.707 0.598 0.750
H 6.351 2.108 -0.104
H 3.931 1.047 -0.530
H 3.166 0.874 1.132
H 4.227 -0.232 0.732
C 4.595 -7.805 -1.813
C 4.693 -6.451 -1.227
C 3.403 -5.745 -0.998
O 3.567 -4.460 -0.437
C 2.302 -3.757 -0.272
N 5.441 -6.614 0.111
H 4.968 -7.313 0.666
H 6.431 -6.793 0.018
H 5.357 -5.800 0.703
H 5.499 -8.157 -2.310
H 3.805 -7.870 -2.561
H 4.189 -8.549 -1.127
H 5.406 -5.840 -1.780
H 2.724 -6.345 -0.393
H 2.870 -5.632 -1.942
H 2.526 -2.697 -0.145
H 1.799 -4.023 0.658
H 1.640 -3.993 -1.105
C -4.896 -2.338 2.770
C -3.819 -1.256 3.027
C -2.421 -1.736 3.385
O -1.352 -0.761 3.444
C -0.030 -1.361 3.692
N -3.791 -0.275 1.859
H -3.284 0.556 2.126
H -3.092 -0.630 1.222
H -4.643 0.014 1.400
H -5.097 -2.746 3.761
H -4.524 -3.045 2.029
H -5.842 -1.910 2.439
H -4.192 -0.656 3.857
H -2.128 -2.507 2.672
H -2.561 -2.101 4.403
H 0.256 -2.010 2.865
H -0.058 -1.947 4.611
H 0.599 -0.472 3.740
C 4.079 5.958 2.859
C 2.809 5.877 2.013
C 3.228 5.163 0.718
O 2.119 4.956 -0.105
C 2.340 4.041 -1.221
N 1.757 5.040 2.821
H 1.151 5.758 3.192
H 1.130 4.660 2.126
H 2.056 4.323 3.466
H 4.585 4.992 2.889
H 4.036 6.355 3.873
H 4.830 6.592 2.388
H 2.418 6.894 2.007
H 3.602 4.160 0.923
H 3.870 5.827 0.139
H 1.976 4.514 -2.133
H 1.792 3.113 -1.053
H 3.340 3.635 -1.376
C 0.288 -0.298 0.020
F 1.105 0.240 -0.891
F 0.942 -1.131 0.809
F -0.192 0.652 0.751
S -1.168 -1.161 -0.940
O -0.522 -2.043 -1.903
O -1.977 -1.843 0.054
O -1.944 -0.058 -1.559
C -1.372 3.963 -0.153
F -0.658 4.481 0.818
F -1.446 4.884 -1.037
F -0.764 2.900 -0.639
S -3.092 3.461 0.541
O -3.888 3.090 -0.644
O -2.819 2.349 1.488
O -3.583 4.711 1.175
*
```

---

2.
This record from OMol25 describes 11 unconnected molecules or ions with the total composition C34H99N8O11 in a non-equilibrium geometry. The level of theory is ωB97M-V/def2-TZVPD.

## Properties
- Kohn-Sham gap: 7.96 eV
- E: -2619.96572 Ha

```
! wB97M-V def2-TZVPD RIJCOSX def2/J DEFGRID3
* xyz 1 1
O 0.346 2.903 -3.701
H 0.530 3.838 -3.819
H 1.200 2.476 -3.799
H -0.031 2.818 -2.822
O 0.190 4.754 0.392
H -0.650 5.045 0.752
H -0.052 4.106 -0.274
H 0.778 4.430 1.078
C 0.931 0.870 0.302
C -0.030 1.251 -0.809
O -0.311 2.612 -1.053
H 1.925 1.309 0.221
H 0.964 -0.206 0.475
H 0.544 1.274 1.237
H -0.927 0.653 -0.650
H 0.213 0.842 -1.790
C -7.273 -3.451 -0.874
C -6.207 -2.484 -0.516
C -4.807 -3.122 -0.351
O -3.951 -2.019 0.092
C -2.584 -2.324 0.162
N -6.053 -1.694 -1.717
H -8.207 -2.896 -0.954
H -7.403 -4.073 0.011
H -6.925 -4.039 -1.724
H -6.543 -1.933 0.363
H -4.384 -3.591 -1.239
H -4.882 -3.891 0.418
H -2.266 -2.752 -0.789
H -2.415 -3.154 0.848
H -2.048 -1.434 0.490
H -5.260 -1.079 -1.593
H -6.830 -1.049 -1.709
C 0.754 -4.083 -5.757
C 1.337 -4.786 -4.545
C 1.643 -3.761 -3.372
O 0.424 -3.056 -3.024
C 0.506 -2.413 -1.768
N 0.457 -5.737 -4.034
H -0.205 -3.607 -5.551
H 0.631 -4.762 -6.601
H 1.393 -3.294 -6.152
H 2.267 -5.329 -4.714
H 2.456 -3.083 -3.634
H 2.073 -4.270 -2.510
H -0.331 -1.733 -1.606
H 1.375 -1.758 -1.702
H 0.654 -3.140 -0.969
H -0.370 -5.247 -3.723
H 0.184 -6.467 -4.676
C -3.384 3.927 -3.342
C -3.388 4.157 -1.845
C -4.475 5.175 -1.489
O -4.270 5.544 -0.173
C -5.289 6.409 0.290
N -3.479 2.829 -1.178
H -2.701 3.191 -3.765
H -3.228 4.905 -3.798
H -4.362 3.599 -3.694
H -2.446 4.616 -1.544
H -5.504 4.818 -1.536
H -4.376 6.075 -2.096
H -5.250 7.466 0.028
H -5.362 6.283 1.370
H -6.282 6.057 0.010
H -3.532 2.997 -0.183
H -2.587 2.364 -1.271
C 6.551 -3.901 3.908
C 6.395 -3.275 2.502
C 5.339 -2.141 2.392
O 5.215 -1.738 1.023
C 4.089 -0.988 0.685
N 7.654 -2.756 1.986
H 5.592 -4.272 4.269
H 6.819 -3.105 4.603
H 7.349 -4.641 3.963
H 6.093 -4.012 1.758
H 5.603 -1.370 3.115
H 4.374 -2.451 2.794
H 4.106 -0.001 1.147
H 3.147 -1.509 0.861
H 4.025 -0.817 -0.389
H 8.005 -2.157 2.719
H 7.337 -2.200 1.204
C 3.780 0.316 -2.945
C 3.117 0.660 -4.303
C 1.791 -0.125 -4.614
O 1.499 0.388 -5.892
C 0.309 -0.188 -6.455
N 2.868 2.102 -4.249
H 4.017 -0.742 -2.834
H 3.080 0.458 -2.122
H 4.661 0.834 -2.566
H 3.838 0.387 -5.073
H 1.013 -0.055 -3.854
H 2.072 -1.175 -4.697
H -0.582 0.059 -5.879
H 0.349 -1.277 -6.473
H 0.202 0.131 -7.492
H 2.732 2.455 -5.185
H 3.685 2.651 -4.020
C 2.090 5.889 3.539
C 2.562 4.557 3.037
C 3.300 3.703 4.131
O 3.577 2.347 3.783
C 4.178 1.589 4.782
N 1.358 3.785 2.637
H 2.882 6.513 3.951
H 1.305 5.805 4.291
H 1.774 6.570 2.748
H 3.254 4.649 2.200
H 2.596 3.562 4.952
H 4.252 4.108 4.473
H 3.494 1.466 5.622
H 5.126 2.048 5.061
H 4.392 0.588 4.406
H 1.634 2.833 2.833
H 0.630 3.948 3.318
C 2.591 -4.606 0.732
C 2.110 -4.549 2.201
C 1.007 -3.443 2.411
O 0.635 -3.331 3.732
C -0.106 -2.126 3.961
N 1.613 -5.855 2.576
H 1.825 -5.038 0.088
H 3.449 -5.272 0.640
H 2.933 -3.644 0.350
H 2.961 -4.386 2.863
H 0.110 -3.581 1.807
H 1.488 -2.526 2.070
H -0.494 -2.035 4.976
H -0.881 -1.968 3.211
H 0.630 -1.324 3.912
H 2.471 -6.305 2.863
H 1.060 -5.777 3.418
C -2.685 2.344 2.289
C -4.226 2.312 2.350
C -4.834 1.658 3.572
O -4.407 0.299 3.817
C -4.637 -0.569 2.716
N -4.751 3.654 2.202
H -2.260 1.340 2.293
H -2.141 2.878 3.068
H -2.458 2.785 1.319
H -4.648 1.879 1.442
H -5.905 1.700 3.375
H -4.656 2.228 4.484
H -3.854 -0.685 1.967
H -5.490 -0.328 2.081
H -4.896 -1.564 3.078
H -4.455 4.226 2.980
H -4.541 4.231 1.400
*
```

---

3.
This record from OMol25 describes 17 unconnected molecules or ions with the total composition C35H109N5O20 in a non-equilibrium geometry. The level of theory is ωB97M-V/def2-TZVPD.

## Properties
- Expectation value of S²: 0.75
- Kohn-Sham gap (alpha / beta): 8.63 / 2.75 eV
- E: -3176.80052 Ha

```
! wB97M-V def2-TZVPD RIJCOSX def2/J DEFGRID3
* xyz 1 2
C -11.439 25.422 6.686
O -11.505 24.524 5.618
H -12.248 25.313 7.408
H -10.550 25.283 7.301
H -11.474 26.483 6.439
H -10.941 24.938 4.960
C -10.964 28.547 13.203
O -12.350 28.122 13.414
H -10.912 29.242 12.365
H -10.484 29.091 14.017
H -10.346 27.671 13.006
H -12.381 27.308 13.921
C -7.550 31.687 5.417
O -7.216 30.358 5.179
H -7.362 32.345 4.569
H -8.590 31.609 5.734
H -6.980 32.029 6.281
H -7.501 30.007 4.332
C -7.840 35.038 11.919
O -9.071 34.526 12.396
H -7.935 36.095 11.669
H -6.955 34.836 12.522
H -7.701 34.550 10.955
H -9.475 35.167 12.986
C -6.000 32.495 10.326
O -5.498 31.314 10.774
H -5.638 33.255 11.019
H -5.713 32.559 9.276
H -7.081 32.361 10.355
H -4.583 31.248 10.492
C -8.443 31.317 13.473
O -9.569 31.694 12.705
H -8.554 31.421 14.553
H -8.199 30.273 13.281
H -7.531 31.834 13.174
H -9.548 32.628 12.487
C -9.189 34.906 5.303
O -9.268 36.252 4.812
H -9.356 34.959 6.379
H -10.008 34.355 4.841
H -8.247 34.367 5.200
H -9.781 36.309 4.002
C -13.525 27.701 10.123
O -13.379 26.559 9.308
H -12.564 28.215 10.109
H -14.335 28.332 9.758
H -13.805 27.447 11.146
H -12.732 25.940 9.654
C -4.707 29.766 7.161
O -5.579 28.788 6.522
H -3.995 30.243 6.488
H -5.280 30.561 7.639
H -4.236 29.204 7.967
H -6.157 29.318 5.968
C -9.904 28.590 9.335
C -8.579 29.322 9.330
C -8.550 30.551 8.400
O -9.420 31.496 9.037
C -9.376 32.780 8.481
N -8.219 29.656 10.705
H -10.320 28.450 8.337
H -10.654 29.269 9.740
H -9.774 27.687 9.932
H -7.899 28.544 8.982
H -8.932 30.238 7.429
H -7.515 30.885 8.319
H -8.450 33.354 8.502
H -9.932 33.395 9.189
H -9.817 32.819 7.485
H -7.322 30.121 10.717
H -8.871 30.374 10.986
C -13.599 27.215 3.382
C -13.531 28.673 3.013
C -12.313 29.410 3.633
O -12.426 29.591 5.042
C -11.419 30.419 5.575
N -13.561 28.780 1.578
H -13.737 27.191 4.463
H -12.748 26.599 3.090
H -14.474 26.634 3.089
H -14.432 29.147 3.405
H -12.218 30.425 3.247
H -11.342 28.946 3.463
H -11.342 31.377 5.060
H -10.468 29.893 5.485
H -11.559 30.523 6.651
H -13.690 29.767 1.411
H -14.419 28.340 1.276
C -14.752 30.928 12.041
C -13.285 31.255 11.925
C -12.927 32.644 11.272
O -13.463 32.985 9.964
C -13.060 32.176 8.852
N -12.811 31.149 13.308
H -14.846 29.898 12.384
H -15.289 31.118 11.111
H -15.249 31.497 12.827
H -12.791 30.385 11.492
H -11.863 32.818 11.110
H -13.270 33.408 11.970
H -11.973 32.128 8.792
H -13.495 32.631 7.962
H -13.431 31.156 8.956
H -11.827 31.370 13.252
H -12.798 30.155 13.484
C -12.395 24.233 12.216
C -11.122 24.777 11.583
C -9.811 24.124 12.127
O -9.965 24.027 13.495
C -8.861 23.479 14.232
N -11.175 24.620 10.130
H -13.267 24.526 11.631
H -12.579 24.837 13.104
H -12.265 23.166 12.400
H -11.211 25.835 11.830
H -9.008 24.779 11.791
H -9.736 23.099 11.763
H -9.215 23.215 15.228
H -7.974 24.106 14.143
H -8.564 22.539 13.767
H -10.379 25.183 9.865
H -10.793 23.757 9.771
C -15.535 36.677 5.851
C -14.624 37.682 6.589
C -13.211 37.220 6.869
O -13.328 36.087 7.798
C -12.075 35.585 8.159
N -14.565 38.901 5.849
H -16.584 36.971 5.816
H -15.378 35.665 6.225
H -15.328 36.582 4.785
H -15.045 37.987 7.547
H -12.669 38.061 7.302
H -12.816 36.937 5.894
H -11.647 35.120 7.271
H -12.121 34.870 8.981
H -11.414 36.376 8.512
H -14.099 39.607 6.402
H -15.478 39.256 5.601
C -8.365 37.630 7.945
C -9.097 38.644 8.885
O -8.641 38.480 10.200
O -8.506 36.282 8.407
H -7.294 37.824 7.887
H -8.771 37.679 6.935
H -10.163 38.439 8.786
H -9.040 39.679 8.547
H -8.850 37.581 10.464
H -7.797 35.823 7.952
C -7.745 25.059 8.244
C -7.088 26.238 7.480
O -6.014 26.803 8.189
O -8.680 25.475 9.293
H -6.952 24.393 8.586
H -8.266 24.372 7.577
H -7.868 26.968 7.262
H -6.788 25.740 6.558
H -5.679 27.521 7.647
H -8.209 25.947 9.984
C -5.120 27.662 11.573
C -6.403 27.077 12.282
O -7.373 26.970 11.325
O -4.639 26.795 10.599
H -4.431 27.664 12.417
H -5.351 28.630 11.128
H -6.705 27.710 13.116
H -6.255 26.085 12.707
H -7.798 27.829 11.270
H -5.287 26.669 9.902
*
```